ORCA calculation (ωB97M-V/def2-TZVPD) on a gas-phase ion, C2H2O2P (charge -1) in a non-equilibrium geometry.

The energy relative to the best compared isomer or geometry (same formula, charge and spin) comes out at 4.791 eV. For the energy, the calculation gives -569.10231 Ha. The largest force on an atom comes out at 3.43 eV/A. For the lowest unoccupied orbital energy (alpha / beta), the calculation gives 3.82 / 3.82 eV. The total charge is -1. For the HOMO-LUMO gap (alpha / beta), the calculation gives 8.233 / 8.233 eV.

Element x y z (Å)
C: 0.534 0.358 -1.167
C: -0.723 -1.178 0.120
O: 0.976 0.968 0.697
O: -1.461 1.584 0.409
P: -0.442 0.490 0.354
H: 1.073 -0.610 -1.234
H: 0.043 -1.611 0.821